(1)
An isolated molecule of C3H7NO2S in a non-equilibrium geometry, computed with the ωB97M-V functional and the def2-TZVPD basis.

```
14
Properties=species:S:1:pos:R:3
O 0.47502 -0.92623 2.39451
C 1.09927 -1.07497 1.37455
O 2.45655 -1.28684 1.39877
N 0.66295 -0.95306 0.08414
C -0.65622 -0.36970 -0.13641
C -0.45933 1.03487 -0.75361
S -1.78331 1.56387 -1.96213
H 2.81077 -0.84783 2.17583
H 1.21091 -1.44419 -0.59938
H -1.14619 -0.92778 -0.94324
H -1.21514 -0.42910 0.78733
H -0.55398 1.80956 0.00610
H 0.54644 1.11006 -1.15427
H -0.90522 1.86230 -2.97848
```

Summary:
Gap between HOMO and LUMO: 9.9 eV
HOMO level: -9.295 eV
Energy relative to the best compared isomer or geometry (same formula, charge and spin): 12.3 kcal per mole


(2)
A cluster of 2 separate species, C3H7NO2S2 in total in a non-equilibrium geometry, computed with the ωB97M-V functional and the def2-TZVPD basis.

```
15
Properties=species:S:1:pos:R:3
C 0.61126 -0.64069 0.01221
C 0.92197 0.65040 0.06858
C 2.21725 1.25274 0.39556
N -3.70483 -1.01366 -0.42979
O -3.18340 1.05625 0.04664
O -2.65718 -1.72180 -0.48468
S -0.30771 1.90414 -0.33100
S -1.89946 1.27859 0.89610
H -0.41686 -0.86536 -0.18388
H 1.45767 -1.33222 0.38897
H 2.99436 0.55873 0.30851
H 2.44510 2.06237 -0.16865
H 2.32727 1.43954 1.46411
H -4.17941 -0.76066 -1.32717
H -4.26740 -1.00471 0.46457
```

Summary:
Gap between HOMO and LUMO (alpha / beta): 8.8 / 7.3 eV
HOMO level (alpha / beta): -8.389 / -8.295 eV
Energy relative to the best compared isomer or geometry (same formula, charge and spin): 123.2 kcal per mole